Entry 1:
Density functional theory data (ωB97M-V/def2-TZVPD) for a 12-piece molecular cluster, C5H35NO12 overall.

The gap between HOMO and LUMO comes out at 9.55 eV. As for the spin multiplicity: 1. The charge is 0. For the energy above the lowest of the compared OMol25 structures with the same formula, charge and spin, the calculation gives 301.7 kJ/mol. As for the SMILES: CN[C@@H](C)[C@H](C)O.O.O.O.O.O.O.O.O.O.O.O.

Each line ends with the natural charge from an NBO analysis.
Atoms and positions in Å:
1 C 0.07624 -1.52012 -0.12974  -0.44
2 N 0.14575 -0.13592 -0.58513  -0.71
3 C 1.26891 0.09795 -1.53847  -0.08
4 C 1.91391 1.44286 -1.41892  0.10
5 C 3.33633 1.41310 -0.84718  -0.64
6 O 1.16504 2.44771 -0.78115  -0.76
7 C 0.69115 -0.14597 -2.99909  -0.65
8 H 0.18271 -2.21685 -0.95862  0.20
9 H -0.88305 -1.60996 0.35958  0.19
10 H 0.84761 -1.92574 0.52874  0.22
11 H -0.75536 0.20591 -0.88063  0.42
12 H 1.99507 -0.74095 -1.49934  0.22
13 H 1.90318 1.84579 -2.43132  0.17
14 H 3.76444 2.38057 -0.64478  0.22
15 H 4.12659 0.85382 -1.37674  0.21
16 H 3.20807 1.02166 0.15932  0.21
17 H 0.65887 2.04246 -0.05828  0.50
18 H 0.73720 0.60040 -3.78259  0.22
19 H 1.25519 -0.96672 -3.48489  0.21
20 H -0.27267 -0.61353 -2.94661  0.22
21 H 4.86807 -1.27554 0.15447  0.45
22 H 4.28939 -1.54553 1.57577  0.50
23 O 4.74969 -1.96034 0.81779  -0.98
24 H 2.99516 -0.11511 2.93374  0.51
25 H 3.03020 -1.38975 3.76295  0.48
26 O 3.38760 -1.01495 2.95336  -0.99
27 H -1.39439 4.50396 -0.71733  0.48
28 H -0.59613 3.27308 -0.98614  0.51
29 O -1.52986 3.55665 -0.86300  -0.97
30 H -0.43356 -3.92684 0.63221  0.46
31 H -1.74528 -4.28539 0.03531  0.47
32 O -0.80059 -4.33926 -0.15983  -0.92
33 H 1.18010 1.38315 2.33957  0.50
34 H 2.28606 2.27394 2.79032  0.48
35 O 1.98861 1.36652 2.94122  -1.00
36 H -0.27598 0.93086 0.84378  0.50
37 H -0.99194 1.74897 1.97785  0.52
38 O -0.19573 1.72409 1.41719  -1.01
39 H -2.35528 2.99928 0.52995  0.50
40 H -3.55856 2.34083 0.64170  0.46
41 O -2.68361 2.20655 1.04880  -0.99
42 H -4.15044 -1.18852 0.89994  0.51
43 H -4.29904 0.31094 1.43474  0.48
44 O -4.41816 -0.25692 0.66564  -1.00
45 H -2.84525 -2.49234 2.11910  0.47
46 H -3.08099 -2.70195 0.56579  0.50
47 O -3.50891 -2.69904 1.45603  -0.98
48 H -3.37462 0.45429 -0.63311  0.52
49 H -2.59295 1.28760 -1.71104  0.49
50 O -2.62509 0.43397 -1.26565  -1.01
51 H -2.74077 -1.40623 -1.22038  0.52
52 H -1.50895 -2.38296 -0.71347  0.50
53 O -2.43398 -2.29050 -0.95146  -1.01

Entry 2:
Density functional theory data (ωB97M-V/def2-TZVPD) for a 8-piece molecular cluster, C38H49BF21O15 overall.

The gap between HOMO and LUMO comes out at 6.52 eV. As for the spin multiplicity: 1. The charge is -1.

Each line ends with the Löwdin charge.
Atoms and positions in Å:
1 C -1.84555 -0.38291 1.93003  -0.06
2 C -3.16303 0.28002 1.61754  -0.29
3 C -3.57040 0.46187 0.29615  -0.07
4 C -4.77780 1.07597 -0.00535  -0.04
5 C -5.64209 1.53104 0.99643  -0.27
6 C -6.96478 2.12440 0.64811  -0.18
7 B -8.15340 0.97980 0.38421  -0.47
8 C -7.90867 -0.39334 1.29784  -0.20
9 C -9.00506 -1.36064 1.10947  -0.35
10 O -9.29905 -1.91155 0.06496  -0.02
11 C -5.21912 1.34772 2.32017  -0.05
12 C -4.00657 0.74849 2.62368  -0.06
13 H -1.37620 -0.68812 0.99868  0.06
14 H -1.19749 0.31947 2.46037  0.05
15 H -1.95566 -1.26378 2.56299  0.08
16 H -2.94286 0.11646 -0.51826  0.09
17 H -5.07746 1.19989 -1.03927  0.12
18 H -6.82522 2.68593 -0.28040  0.08
19 H -7.25940 2.85256 1.40759  0.08
20 H -8.27538 0.70945 -0.80375  0.05
21 H -9.22297 1.46463 0.78592  0.05
22 H -6.99000 -0.91258 1.00316  0.10
23 H -7.85136 -0.08898 2.34580  0.08
24 H -9.60797 -1.63172 2.00689  0.10
25 H -5.87441 1.68229 3.11628  0.11
26 H -3.69269 0.63113 3.65616  0.10
27 C 0.40560 -1.92758 8.02416  -0.06
28 C -0.22834 -0.66760 7.48008  -0.19
29 O 0.66217 0.01641 6.56873  0.04
30 C 0.67813 -0.44708 5.33176  -0.41
31 O 0.05515 -1.34803 4.86264  0.18
32 C 1.59162 0.40685 4.43204  -0.54
33 F 2.76294 0.69284 5.00436  0.17
34 F 0.96439 1.54967 4.12467  0.16
35 F 1.82138 -0.23877 3.29123  0.15
36 H 1.36296 -1.70047 8.49383  0.08
37 H -0.25077 -2.38184 8.76552  0.08
38 H 0.58082 -2.65112 7.22900  0.08
39 H -0.41864 0.05095 8.27356  0.13
40 H -1.17092 -0.87524 6.97606  0.13
41 C 0.94549 2.57372 0.73607  -0.05
42 C -0.51442 2.73235 1.10060  -0.18
43 O -1.25648 3.36935 0.04080  0.05
44 C -1.62795 2.57339 -0.95102  -0.40
45 O -1.39538 1.40936 -1.07515  0.14
46 C -2.46466 3.37615 -1.97132  -0.55
47 F -1.89872 4.56355 -2.23080  0.16
48 F -3.68809 3.59208 -1.48914  0.18
49 F -2.56629 2.70480 -3.11388  0.17
50 H 1.38524 3.53518 0.46816  0.08
51 H 1.49563 2.15653 1.57852  0.06
52 H 1.05995 1.90533 -0.11729  0.08
53 H -0.62980 3.38509 1.96300  0.13
54 H -0.97589 1.77556 1.34027  0.08
55 C 3.20694 -1.64586 1.13835  -0.06
56 C 3.28793 -2.62319 -0.01110  -0.17
57 O 3.92404 -2.02322 -1.16804  0.05
58 C 5.23741 -2.01298 -1.17003  -0.40
59 O 5.98593 -2.44146 -0.33929  0.15
60 C 5.75655 -1.37685 -2.47969  -0.54
61 F 5.10961 -0.25273 -2.78055  0.18
62 F 5.60773 -2.23463 -3.49612  0.17
63 F 7.05737 -1.10334 -2.35864  0.15
64 H 2.69338 -0.73678 0.82702  0.08
65 H 2.65714 -2.09487 1.96225  0.08
66 H 4.20040 -1.36916 1.49196  0.08
67 H 2.29587 -2.90690 -0.35347  0.11
68 H 3.82292 -3.53130 0.26244  0.13
69 C 8.65680 1.48145 -3.31798  -0.05
70 C 9.97634 1.22659 -2.62405  -0.19
71 O 10.69445 2.45880 -2.38555  0.04
72 C 10.33512 3.14030 -1.31375  -0.41
73 O 9.48905 2.86106 -0.51788  0.17
74 C 11.22314 4.39786 -1.18140  -0.55
75 F 11.36702 5.01976 -2.35499  0.17
76 F 12.43879 4.04657 -0.74137  0.17
77 F 10.69175 5.25118 -0.31410  0.17
78 H 8.81283 2.03977 -4.24181  0.09
79 H 8.17878 0.53646 -3.55775  0.06
80 H 7.98409 2.06068 -2.68596  0.08
81 H 10.64109 0.63377 -3.24757  0.12
82 H 9.84481 0.69797 -1.68157  0.10
83 C 9.05570 -2.30014 -0.30859  -0.06
84 C 10.39636 -2.90009 0.04171  -0.18
85 O 11.14308 -3.23681 -1.15347  0.04
86 C 11.77895 -2.24173 -1.73920  -0.40
87 O 11.81095 -1.09355 -1.40591  0.16
88 C 12.55476 -2.77338 -2.96516  -0.55
89 F 11.80952 -3.61172 -3.68830  0.17
90 F 13.64872 -3.42897 -2.55535  0.17
91 F 12.93366 -1.76587 -3.74359  0.17
92 H 8.49283 -2.96519 -0.95924  0.08
93 H 8.46951 -2.12112 0.58981  0.09
94 H 9.18817 -1.35245 -0.82858  0.06
95 H 10.28370 -3.84108 0.57480  0.13
96 H 10.99029 -2.22997 0.66212  0.13
97 C -12.86987 0.90693 -2.93783  -0.07
98 C -11.70117 1.03970 -1.98561  -0.18
99 O -11.54078 2.40272 -1.54293  0.04
100 C -12.31224 2.79290 -0.54919  -0.41
101 O -13.17062 2.17036 0.00514  0.16
102 C -11.88054 4.20784 -0.10739  -0.56
103 F -11.70771 5.02838 -1.15437  0.15
104 F -10.73029 4.08480 0.53861  0.18
105 F -12.79264 4.75758 0.69497  0.16
106 H -12.75667 1.59214 -3.77914  0.08
107 H -12.92167 -0.11250 -3.31975  0.08
108 H -13.81044 1.13787 -2.43811  0.07
109 H -10.76130 0.79574 -2.47310  0.13
110 H -11.80401 0.38908 -1.11949  0.13
111 C -3.70503 -3.71574 -4.33489  -0.06
112 C -3.10994 -2.50843 -3.64697  -0.18
113 O -2.51529 -2.87044 -2.38166  0.04
114 C -1.29590 -3.36558 -2.41034  -0.41
115 O -0.59802 -3.56497 -3.36120  0.16
116 C -0.83562 -3.61874 -0.95834  -0.55
117 F -1.78923 -4.21203 -0.24199  0.18
118 F -0.54224 -2.44515 -0.38756  0.16
119 F 0.25250 -4.38880 -0.92680  0.16
120 H -4.42151 -4.20994 -3.67912  0.09
121 H -4.21813 -3.40663 -5.24481  0.08
122 H -2.93184 -4.43671 -4.59998  0.08
123 H -3.87901 -1.78351 -3.39276  0.13
124 H -2.36473 -2.01274 -4.26763  0.13

Entry 3:
Density functional theory data (ωB97M-V/def2-TZVPD) for an isolated molecule of C24H32N2O2.

The gap between HOMO and LUMO comes out at 9.96 eV. As for the spin multiplicity: 1. The charge is 0. For the energy above the lowest of the compared OMol25 structures with the same formula, charge and spin, the calculation gives 7.8 kJ/mol. As for the SMILES: CC(C)CC[C@H](C(=O)N[C@@H](C)c1ccccc1)C(=O)N[C@H](C)c1ccccc1.

Each line ends with the natural charge from an NBO analysis.
Atoms and positions in Å:
1 C -3.57318 -1.24369 -1.03628  -0.61
2 H -4.13909 -1.98869 -1.59270  0.20
3 H -2.81764 -0.82324 -1.69447  0.20
4 H -4.24729 -0.43982 -0.75119  0.22
5 C -2.94770 -1.87345 0.20527  -0.23
6 C -4.04946 -2.37588 1.13662  -0.60
7 H -3.62454 -2.77740 2.05367  0.21
8 H -4.72135 -1.56201 1.39890  0.21
9 H -4.62976 -3.15941 0.65285  0.20
10 C -2.01198 -3.03070 -0.16315  -0.38
11 C -0.71048 -2.61964 -0.85246  -0.39
12 H -0.25917 -3.50662 -1.30530  0.22
13 C 0.32586 -2.03202 0.10688  -0.40
14 C -0.00970 -0.66154 0.70464  0.71
15 O 0.04230 -0.45523 1.90256  -0.65
16 N -0.25134 0.28803 -0.21201  -0.62
17 H -0.18078 0.05425 -1.19078  0.42
18 C -0.51500 1.67584 0.13243  -0.08
19 C -2.00530 1.93432 0.04024  -0.04
20 C -2.62509 2.29041 -1.15009  -0.17
21 C -3.99560 2.47863 -1.19955  -0.22
22 C -4.76569 2.30124 -0.06329  -0.22
23 C -4.15809 1.93130 1.12468  -0.21
24 C -2.78784 1.75005 1.17427  -0.21
25 H -2.31505 1.45695 2.10031  0.22
26 H -4.75271 1.78466 2.01451  0.21
27 H -5.83526 2.44698 -0.10474  0.21
28 H -4.46422 2.76062 -2.13122  0.21
29 H -2.04293 2.42763 -2.04858  0.20
30 C 0.33441 2.59303 -0.74020  -0.61
31 H 0.08943 3.63190 -0.53534  0.22
32 H 1.38935 2.43103 -0.53058  0.24
33 H 0.16571 2.39402 -1.79579  0.20
34 H -0.21101 1.78128 1.18072  0.23
35 H 0.48465 -2.72022 0.94198  0.23
36 C 1.64666 -1.73908 -0.60056  0.71
37 O 1.71141 -1.44552 -1.77751  -0.64
38 N 2.71329 -1.77170 0.22412  -0.61
39 H 2.55446 -1.90261 1.21163  0.40
40 C 3.99941 -1.22292 -0.16189  -0.10
41 C 4.04579 0.28056 0.02302  0.07
42 C 3.36325 0.90419 1.05966  -0.26
43 C 3.43720 2.27740 1.22094  -0.20
44 C 4.19781 3.04225 0.35356  -0.23
45 C 4.88156 2.42706 -0.68149  -0.20
46 C 4.80360 1.05577 -0.84525  -0.24
47 H 5.33161 0.57937 -1.65872  0.21
48 H 5.47316 3.01747 -1.36563  0.21
49 H 4.25327 4.11326 0.48064  0.21
50 H 2.89579 2.74904 2.02784  0.22
51 H 2.75487 0.32913 1.74211  0.22
52 C 5.10451 -1.89369 0.65098  -0.60
53 H 6.07538 -1.52387 0.33290  0.22
54 H 4.98049 -1.66817 1.70856  0.21
55 H 5.07525 -2.97182 0.51267  0.22
56 H 4.12331 -1.45110 -1.22634  0.23
57 H -0.91095 -1.92184 -1.66486  0.21
58 H -2.55360 -3.71269 -0.82364  0.20
59 H -1.76289 -3.58538 0.74491  0.20
60 H -2.37911 -1.10770 0.73954  0.20

Max |F| (eV Å⁻¹)
3.085 0.665 0.526